[1]
An isolated molecule of C5H5N, computed with ωB97M-V/def2-TZVPD.

## Properties
- SMILES string = CCC#CC#N
- relative energy (zero: lowest compared OMol25 entry of this formula, charge and spin) (kcal/mol) = 61.3
- frontier orbital gap (eV) = 10.8

The geometry in ORCA input format:
```
! RIJCOSX wB97M-V def2-TZVPD def2/J DEFGRID3
* xyz 0 1
N 3.42 1.55 0.91
C -1.52 -0.67 0.37
C 1.95 -0.12 -0.29
C 2.85 0.72 0.34
C 0.78 -0.23 -0.58
C -0.64 0.10 -0.63
H -2.04 -1.49 -0.12
H -0.59 1.15 -0.35
H -2.27 -0.01 0.83
H -1.03 0.08 -1.65
H -0.91 -1.09 1.17
*
```



[2]
A cluster of 3 separate species, C26H55N4O4 in total in a non-equilibrium geometry, computed with ωB97M-V/def2-TZVPD.

## Properties
- frontier orbital gap (spin up / spin down) (eV) = 3.8 / 3.7

The geometry in ORCA input format:
```
! RIJCOSX wB97M-V def2-TZVPD def2/J DEFGRID3
* xyz -1 3
O 1.96 -0.73 6.37
O -1.14 4.59 -2.98
O 2.02 2.21 -1.93
O -0.25 -3.92 -2.43
N 0.83 -0.20 6.04
N 1.46 4.93 -1.21
N 0.99 1.20 0.62
N -0.63 -4.76 -3.50
C 1.63 1.91 5.00
C 0.54 5.91 -1.79
C 0.91 1.87 7.41
C -0.92 5.49 -1.91
C 0.96 0.56 4.76
C 1.77 -0.24 3.75
C 0.32 0.52 -1.71
C -1.50 4.90 -0.65
C -0.41 0.76 4.09
C -1.29 0.69 7.02
C 0.41 -0.33 8.47
C -2.80 -3.58 -3.95
C 1.42 -3.90 -4.49
C 0.98 2.71 6.13
C -2.59 -6.06 -4.34
C -0.08 -5.22 -5.88
C 0.87 0.10 -0.34
C -2.10 -4.86 -3.47
C -2.26 -3.05 -5.27
C 2.63 4.58 -1.99
C 2.57 3.23 -2.72
C 0.23 0.51 7.21
C -0.05 -4.20 -4.73
C 0.69 1.91 -2.12
C -2.55 -5.16 -2.05
C -0.75 -2.91 -5.19
H -2.07 -6.06 -1.67
H 1.88 1.66 0.54
H -1.05 1.47 4.62
H 0.33 -6.18 -5.55
H -1.70 -0.07 6.36
H 0.62 -0.14 -2.52
H 0.36 2.42 8.18
H 1.76 0.28 2.79
H -0.08 0.17 9.30
H 1.57 3.61 6.32
H -1.81 0.59 7.98
H 2.81 -0.37 4.05
H 1.33 -1.23 3.59
H 1.89 -3.59 -5.43
H -2.55 -3.71 -6.10
H 3.59 2.94 -2.93
H -1.56 1.67 6.63
H -2.32 -4.33 -1.38
H -0.03 -1.31 8.35
H -1.48 6.40 -2.13
H 2.85 5.34 -2.72
H 1.92 1.72 7.79
H 2.69 1.75 5.23
H -1.80 -6.80 -4.43
H -1.08 -5.41 -6.28
H -2.53 4.64 -0.85
H -3.44 -6.56 -3.87
H 0.18 -0.61 0.09
H 1.46 -0.45 8.74
H 1.55 -3.10 -3.76
H 0.58 6.82 -1.19
H -2.92 -5.76 -5.33
H -2.67 -2.80 -3.18
H 1.94 -4.79 -4.12
H 1.60 2.49 4.07
H 0.99 4.10 -0.87
H -1.01 3.96 -0.42
H -0.51 4.80 -3.69
H -1.46 5.59 0.18
H -0.27 1.15 3.09
H -3.64 -5.31 -2.03
H 1.81 -0.43 -0.47
H 3.50 4.54 -1.33
H -0.35 -2.60 -6.17
H 0.23 1.85 0.49
H 0.39 2.09 -3.15
H 2.08 3.34 -3.69
H 0.52 -4.87 -6.72
H -0.76 0.51 -1.65
H -3.88 -3.75 -4.03
H -0.01 3.05 5.83
H -0.51 -2.10 -4.49
H -0.95 -0.18 4.01
H -2.71 -2.07 -5.49
H 0.86 6.20 -2.79
*
```



[3]
An isolated molecule of C5H8O, computed with ωB97M-V/def2-TZVPD.

## Properties
- SMILES string = C[C@H]1C/C1=C\O
- relative energy (zero: lowest compared OMol25 entry of this formula, charge and spin) (kcal/mol) = 50.6
- frontier orbital gap (eV) = 10.1

The geometry in ORCA input format:
```
! RIJCOSX wB97M-V def2-TZVPD def2/J DEFGRID3
* xyz 0 1
O 1.64 2.37 0.35
C -1.07 0.68 0.22
C 0.31 0.54 -0.26
C -0.63 -0.52 -0.62
C -0.58 -1.89 0.03
C 1.49 1.13 -0.23
H -1.58 -2.31 0.14
H -1.70 1.44 -0.24
H -0.99 -0.52 -1.65
H -0.13 -1.82 1.03
H -1.25 0.51 1.28
H 2.39 0.72 -0.70
H 0.02 -2.59 -0.56
H 2.08 2.27 1.20
*
```



Copy entry 2 word for word.
A cluster of 3 separate species, C26H55N4O4 in total in a non-equilibrium geometry, computed with ωB97M-V/def2-TZVPD.

## Properties
- frontier orbital gap (spin up / spin down) (eV) = 3.8 / 3.7

The geometry in ORCA input format:
```
! RIJCOSX wB97M-V def2-TZVPD def2/J DEFGRID3
* xyz -1 3
O 1.96 -0.73 6.37
O -1.14 4.59 -2.98
O 2.02 2.21 -1.93
O -0.25 -3.92 -2.43
N 0.83 -0.20 6.04
N 1.46 4.93 -1.21
N 0.99 1.20 0.62
N -0.63 -4.76 -3.50
C 1.63 1.91 5.00
C 0.54 5.91 -1.79
C 0.91 1.87 7.41
C -0.92 5.49 -1.91
C 0.96 0.56 4.76
C 1.77 -0.24 3.75
C 0.32 0.52 -1.71
C -1.50 4.90 -0.65
C -0.41 0.76 4.09
C -1.29 0.69 7.02
C 0.41 -0.33 8.47
C -2.80 -3.58 -3.95
C 1.42 -3.90 -4.49
C 0.98 2.71 6.13
C -2.59 -6.06 -4.34
C -0.08 -5.22 -5.88
C 0.87 0.10 -0.34
C -2.10 -4.86 -3.47
C -2.26 -3.05 -5.27
C 2.63 4.58 -1.99
C 2.57 3.23 -2.72
C 0.23 0.51 7.21
C -0.05 -4.20 -4.73
C 0.69 1.91 -2.12
C -2.55 -5.16 -2.05
C -0.75 -2.91 -5.19
H -2.07 -6.06 -1.67
H 1.88 1.66 0.54
H -1.05 1.47 4.62
H 0.33 -6.18 -5.55
H -1.70 -0.07 6.36
H 0.62 -0.14 -2.52
H 0.36 2.42 8.18
H 1.76 0.28 2.79
H -0.08 0.17 9.30
H 1.57 3.61 6.32
H -1.81 0.59 7.98
H 2.81 -0.37 4.05
H 1.33 -1.23 3.59
H 1.89 -3.59 -5.43
H -2.55 -3.71 -6.10
H 3.59 2.94 -2.93
H -1.56 1.67 6.63
H -2.32 -4.33 -1.38
H -0.03 -1.31 8.35
H -1.48 6.40 -2.13
H 2.85 5.34 -2.72
H 1.92 1.72 7.79
H 2.69 1.75 5.23
H -1.80 -6.80 -4.43
H -1.08 -5.41 -6.28
H -2.53 4.64 -0.85
H -3.44 -6.56 -3.87
H 0.18 -0.61 0.09
H 1.46 -0.45 8.74
H 1.55 -3.10 -3.76
H 0.58 6.82 -1.19
H -2.92 -5.76 -5.33
H -2.67 -2.80 -3.18
H 1.94 -4.79 -4.12
H 1.60 2.49 4.07
H 0.99 4.10 -0.87
H -1.01 3.96 -0.42
H -0.51 4.80 -3.69
H -1.46 5.59 0.18
H -0.27 1.15 3.09
H -3.64 -5.31 -2.03
H 1.81 -0.43 -0.47
H 3.50 4.54 -1.33
H -0.35 -2.60 -6.17
H 0.23 1.85 0.49
H 0.39 2.09 -3.15
H 2.08 3.34 -3.69
H 0.52 -4.87 -6.72
H -0.76 0.51 -1.65
H -3.88 -3.75 -4.03
H -0.01 3.05 5.83
H -0.51 -2.10 -4.49
H -0.95 -0.18 4.01
H -2.71 -2.07 -5.49
H 0.86 6.20 -2.79
*
```



What is the formula in the second record?
C26H55N4O4